1.
Computed, not measured: a molecular structure, C35H39CrN7OP, with ωB97M-V/def2-TZVPD.

Output
energy above the lowest of the compared OMol25 structures with the same formula, charge and spin = 375.5 kJ/mol
LUMO (spin up / spin down) = -6.5 / -6.0 eV
net charge = +2
highest occupied orbital energy (spin up / spin down) = -0.453 / -0.440 Eh
orbital gap (spin up / spin down) = 5.855 / 5.920 eV
DFT total energy = -3200.9343 a.u.
max |F| = 1.974 eV/Å
<S²> = 3.795
multiplicity = 4

Element x y z (Å)
Cr: 0.015 0.443 -1.338
N: 1.345 1.896 -2.320
C: 2.250 2.634 -1.395
C: 1.667 2.623 0.003
N: 1.300 1.268 0.456
C: 0.582 1.335 1.744
C: -0.796 1.954 1.634
N: -1.555 1.229 0.612
C: 2.493 0.401 0.630
C: 2.896 -0.388 -0.608
N: 1.699 -0.908 -1.298
H: 0.780 2.562 -2.841
H: 1.903 1.433 -3.033
H: 3.234 2.173 -1.419
H: 2.379 3.665 -1.726
H: 2.374 3.088 0.700
H: 0.762 3.230 0.000
H: 0.471 0.308 2.084
H: 1.175 1.863 2.500
H: -1.247 1.929 2.631
H: -0.752 3.006 1.349
H: -1.760 0.289 0.942
H: -2.463 1.663 0.475
H: 3.346 0.992 0.982
H: 2.259 -0.315 1.417
H: 3.477 0.200 -1.317
H: 3.537 -1.212 -0.286
H: 1.969 -1.277 -2.206
H: 1.343 -1.711 -0.753
O: -1.059 -1.097 -0.930
C: -1.767 -2.026 -0.630
C: -2.016 -2.606 0.681
C: -3.371 -2.769 0.989
C: -3.735 -3.273 2.225
C: -2.753 -3.697 3.110
C: -1.412 -3.606 2.769
C: -1.009 -3.044 1.561
P: 0.742 -3.059 1.003
C: 0.956 -4.832 0.647
C: 1.259 -5.789 1.615
C: 1.360 -7.125 1.265
C: 1.148 -7.521 -0.049
C: 0.835 -6.578 -1.017
C: 0.749 -5.238 -0.670
C: 1.707 -2.760 2.520
C: 3.036 -3.189 2.560
C: 3.860 -2.835 3.617
C: 3.374 -2.043 4.648
C: 2.059 -1.604 4.615
C: 1.233 -1.955 3.556
H: -4.120 -2.492 0.260
H: -4.781 -3.373 2.480
H: -3.035 -4.138 4.057
H: -0.664 -3.991 3.451
H: 1.412 -5.495 2.646
H: 1.597 -7.862 2.020
H: 1.229 -8.565 -0.319
H: 0.664 -6.885 -2.040
H: 0.510 -4.505 -1.434
H: 3.428 -3.815 1.768
H: 4.883 -3.186 3.639
H: 4.014 -1.781 5.479
H: 1.670 -0.999 5.423
H: 0.203 -1.619 3.560
N: -3.305 10.196 -3.048
C: -3.114 9.065 -3.059
C: -2.861 7.650 -3.063
C: -3.195 6.883 -4.175
C: -2.941 5.523 -4.180
C: -2.344 4.938 -3.073
C: -2.012 5.694 -1.957
C: -2.277 7.051 -1.951
N: -2.063 3.529 -3.085
C: -1.920 2.733 -4.202
C: -1.596 1.494 -3.751
N: -1.547 1.504 -2.371
C: -1.806 2.754 -2.016
H: -3.664 7.349 -5.030
H: -3.237 4.935 -5.036
H: -1.542 5.248 -1.092
H: -2.026 7.651 -1.088
H: -2.071 3.098 -5.200
H: -1.461 0.590 -4.320
H: -1.904 3.094 -1.003

Atoms 1-3, force components in eV/Å:
-0.1 -0.9 0.9
-0.1 -0.2 -0.1
0.0 0.0 0.0

Results of the Mulliken charge analysis, in e, for atoms 1 through 5: atom 1 (Cr): 1.031, atom 2 (N): -0.357, atom 3 (C): -0.986, atom 4 (C): -0.941, atom 5 (N): 1.741

2.
Computed, not measured: 2 unconnected molecules or ions with the total composition C35H39N3O7, with ωB97M-V/def2-TZVPD.

Output
energy above the lowest of the compared OMol25 structures with the same formula, charge and spin = 0.0 kJ/mol
LUMO = -2.1 eV
net charge = 0
highest occupied orbital energy = -0.248 Eh
orbital gap = 4.616 eV
DFT total energy = -2047.9252 a.u.
max |F| = 3.250 eV/Å

Element x y z (Å)
C: 4.388 -4.033 1.602
N: 3.860 -2.879 0.912
C: 4.436 -2.422 -0.239
O: 5.427 -2.906 -0.781
C: 3.622 -1.211 -0.701
C: 3.014 -1.386 -2.091
C: 4.048 -1.612 -3.172
C: 4.040 -2.799 -3.911
C: 5.056 -3.051 -4.835
C: 6.056 -2.093 -5.053
C: 6.030 -0.882 -4.350
C: 5.020 -0.635 -3.415
N: 2.604 -1.087 0.346
C: 1.660 -0.121 0.281
C: 0.638 0.060 1.203
C: -0.314 1.079 1.142
C: -1.180 1.366 2.259
C: -1.903 2.590 2.308
C: -2.882 2.818 3.245
C: -3.072 1.882 4.281
N: -4.212 2.004 5.125
O: -4.350 1.204 6.077
O: -5.051 2.902 4.865
C: -2.258 0.739 4.375
C: -1.342 0.478 3.369
C: 2.706 -2.125 1.390
C: 1.471 -3.036 1.429
C: 3.011 -1.548 2.781
H: 5.214 -4.442 1.017
H: 4.754 -3.757 2.599
H: 3.612 -4.799 1.719
H: 4.287 -0.326 -0.701
H: 2.309 -2.234 -2.057
H: 2.429 -0.484 -2.317
H: 3.250 -3.530 -3.717
H: 5.068 -3.999 -5.374
H: 6.853 -2.291 -5.770
H: 6.799 -0.126 -4.517
H: 4.987 0.301 -2.849
H: 1.752 0.571 -0.560
H: 0.620 -0.614 2.057
H: -0.217 1.834 0.357
H: -1.647 3.380 1.605
H: -3.516 3.702 3.217
H: -2.399 0.073 5.224
H: -0.757 -0.442 3.437
H: 1.359 -3.539 0.458
H: 1.610 -3.790 2.214
H: 0.561 -2.471 1.638
H: 3.996 -1.063 2.764
H: 2.262 -0.815 3.085
H: 3.025 -2.364 3.516
C: -5.722 4.137 0.700
C: -4.340 4.222 0.120
O: -3.957 2.855 -0.219
C: -2.656 2.721 -0.549
C: -2.143 1.364 -0.832
C: -2.773 0.190 -0.222
O: -2.339 -0.963 -0.285
O: -3.891 0.436 0.492
C: -4.518 -0.768 0.987
C: -5.785 -0.313 1.650
C: -1.364 1.223 -2.030
C: -0.765 -0.020 -2.374
C: 0.123 -0.137 -3.441
C: 0.445 0.977 -4.224
C: -0.176 2.202 -3.952
C: -1.083 2.321 -2.902
O: -1.913 3.707 -0.580
H: -6.106 5.141 0.902
H: -6.412 3.638 0.012
H: -5.709 3.591 1.650
H: -4.310 4.831 -0.795
H: -3.627 4.623 0.853
H: -4.727 -1.435 0.139
H: -3.835 -1.263 1.690
H: -6.331 -1.171 2.049
H: -5.579 0.375 2.479
H: -6.434 0.197 0.929
H: -1.012 -0.881 -1.761
H: 0.556 -1.116 -3.657
H: 1.163 0.887 -5.041
H: 0.045 3.078 -4.565
H: -1.557 3.281 -2.709

Atoms 1-3, force components in eV/Å:
-0.1 -0.1 0.4
0.3 0.1 -0.6
0.8 -0.5 -0.2

Results of the Mulliken charge analysis, in e, for atoms 1 through 5: atom 1 (C): -0.992, atom 2 (N): 0.302, atom 3 (C): 0.157, atom 4 (O): -0.723, atom 5 (C): 0.046

3.
Computed, not measured: a molecular structure, C35H39N5O7PtSSeSi, with ωB97M-V/def2-TZVPD.

Output
energy above the lowest of the compared OMol25 structures with the same formula, charge and spin = 62.8 kJ/mol
LUMO = 3.9 eV
net charge = -2
highest occupied orbital energy = -0.068 Eh
orbital gap = 5.775 eV
DFT total energy = -5365.9631 a.u.
max |F| = 1.836 eV/Å

Element x y z (Å)
Pt: -0.669 -0.307 -1.797
N: 0.049 -0.134 7.203
C: -0.291 -0.814 6.014
C: 0.637 -1.635 5.379
C: 0.293 -2.313 4.219
C: -0.978 -2.181 3.682
C: -1.920 -1.392 4.328
C: -1.577 -0.710 5.484
S: -1.377 -3.035 2.169
O: -2.679 -3.632 2.370
O: -0.266 -3.928 1.955
N: -1.342 -1.936 1.019
C: -2.390 -1.185 0.723
N: -2.378 -0.564 -0.510
C: -3.484 0.034 -0.948
C: -4.614 0.149 -0.163
C: -4.498 -0.358 1.125
N: -3.445 -1.006 1.567
H: 1.036 0.064 7.271
H: -0.486 0.710 7.338
H: 1.638 -1.732 5.787
H: 1.011 -2.939 3.704
H: -2.912 -1.306 3.899
H: -2.312 -0.088 5.984
H: -3.427 0.392 -1.972
H: -5.505 0.639 -0.523
H: -5.312 -0.238 1.839
C: 0.737 -5.014 -2.314
Si: -0.025 -3.345 -2.786
C: 0.077 -3.175 -4.658
C: -1.845 -3.408 -2.331
N: 0.689 -2.057 -1.909
C: 1.975 -2.062 -1.489
C: 3.010 -2.729 -2.195
C: 4.325 -2.768 -1.767
C: 4.707 -2.116 -0.602
C: 3.733 -1.420 0.107
C: 2.421 -1.380 -0.329
O: 1.445 -0.726 0.417
C: 1.791 0.385 1.113
C: 2.489 1.440 0.527
C: 2.754 2.579 1.271
C: 2.325 2.683 2.590
C: 1.613 1.633 3.158
C: 1.343 0.486 2.425
H: -0.031 -5.792 -2.385
H: 1.093 -4.989 -1.281
H: 1.570 -5.304 -2.960
H: -0.151 -4.134 -5.141
H: 1.077 -2.858 -4.967
H: -0.618 -2.422 -5.041
H: -2.312 -4.231 -2.885
H: -2.381 -2.493 -2.612
H: -1.975 -3.577 -1.259
H: 2.746 -3.205 -3.132
H: 5.058 -3.301 -2.363
H: 5.730 -2.140 -0.247
H: 3.992 -0.906 1.026
H: 2.816 1.352 -0.502
H: 3.284 3.402 0.806
H: 2.532 3.580 3.163
H: 1.254 1.703 4.180
H: 0.772 -0.333 2.837
O: -1.378 -0.002 -6.106
Se: -1.175 0.688 -4.657
O: 0.231 0.169 -3.872
O: -2.362 0.163 -3.613
O: -1.162 2.323 -4.695
C: -2.258 2.931 -1.523
C: -0.920 2.614 -0.815
C: -1.179 2.370 0.673
C: -0.318 1.407 -1.498
C: 0.007 3.804 -1.070
C: 0.513 4.598 -0.049
C: 1.332 5.686 -0.333
C: 1.658 5.990 -1.645
C: 1.154 5.202 -2.674
C: 0.333 4.121 -2.395
H: -3.009 2.196 -1.261
H: -2.148 2.940 -2.610
H: -2.591 3.912 -1.172
H: -1.782 1.473 0.799
H: -1.729 3.215 1.096
H: -0.253 2.234 1.234
H: 0.570 1.625 -2.101
H: 0.283 4.368 0.984
H: 1.721 6.289 0.480
H: 2.303 6.832 -1.867
H: 1.400 5.428 -3.705
H: -0.063 3.516 -3.212

Atoms 1-3, force components in eV/Å:
1.0 -1.4 -0.3
0.0 0.0 0.0
0.0 0.0 0.0

Results of the Mulliken charge analysis, in e, for atoms 1 through 5: atom 1 (Pt): 1.914, atom 2 (N): -0.663, atom 3 (C): 0.938, atom 4 (C): -0.412, atom 5 (C): -0.374

4.
Computed, not measured: a molecular structure, C35H40Br3GeNO7Ti, with ωB97M-V/def2-TZVPD.

Output
energy above the lowest of the compared OMol25 structures with the same formula, charge and spin = 0.0 kJ/mol
LUMO (spin up / spin down) = 2.4 / 2.4 eV
net charge = -1
highest occupied orbital energy (spin up / spin down) = -0.173 / -0.188 Eh
orbital gap (spin up / spin down) = 7.134 / 7.560 eV
DFT total energy = -12587.9030 a.u.
max |F| = 0.527 eV/Å
<S²> = 0.753
multiplicity = 2

Element x y z (Å)
Ti: -0.025 -0.184 -0.593
C: 0.607 -3.846 -0.287
C: -0.777 -3.549 -0.840
C: -1.033 -4.392 -2.088
C: -1.829 -3.830 0.228
O: -0.814 -2.167 -1.204
Ge: -2.387 -1.336 -1.930
O: -2.510 -0.351 -0.358
C: -3.700 -0.049 0.373
C: -4.492 -1.325 0.657
C: -3.290 0.600 1.687
C: -4.549 0.926 -0.441
O: -1.015 -0.063 -2.411
C: -1.167 0.899 -3.476
C: -2.374 1.781 -3.186
C: 0.101 1.739 -3.556
C: -1.347 0.120 -4.776
H: 0.688 -4.900 -0.010
H: 1.379 -3.615 -1.022
H: 0.803 -3.231 0.588
H: -0.947 -5.455 -1.854
H: -2.032 -4.206 -2.489
H: -0.300 -4.144 -2.858
H: -1.751 -4.861 0.583
H: -1.684 -3.153 1.072
H: -2.838 -3.682 -0.166
H: -3.915 -1.997 1.294
H: -5.426 -1.082 1.169
H: -4.742 -1.846 -0.271
H: -2.598 -0.040 2.234
H: -2.813 1.558 1.487
H: -4.174 0.780 2.306
H: -4.868 0.464 -1.381
H: -5.442 1.218 0.117
H: -3.962 1.817 -0.662
H: -2.255 2.263 -2.215
H: -2.471 2.548 -3.959
H: -3.294 1.189 -3.179
H: 0.257 2.292 -2.632
H: 0.966 1.100 -3.735
H: 0.017 2.448 -4.383
H: -2.245 -0.500 -4.742
H: -1.438 0.810 -5.617
H: -0.480 -0.523 -4.942
Br: 2.916 1.291 1.216
C: 3.379 1.608 -0.596
C: 4.215 2.668 -0.810
C: 4.761 2.892 -2.085
C: 4.508 2.002 -3.085
C: 3.647 0.899 -2.876
C: 3.453 -0.040 -3.922
C: 2.633 -1.106 -3.733
C: 1.897 -1.219 -2.529
C: 1.974 -0.320 -1.486
C: 2.974 0.713 -1.629
H: 4.473 3.317 0.015
H: 5.410 3.744 -2.249
H: 4.967 2.120 -4.061
H: 3.975 0.114 -4.860
H: 2.495 -1.841 -4.520
H: 1.161 -2.013 -2.490
Br: 4.627 -3.265 0.933
C: 3.598 -2.417 2.294
C: 4.171 -2.235 3.545
C: 3.385 -1.629 4.509
C: 2.096 -1.237 4.183
C: 1.648 -1.443 2.888
N: 2.395 -2.036 1.958
C: 0.265 -0.943 2.499
O: -0.583 -0.839 3.367
O: 0.128 -0.616 1.263
H: 5.183 -2.554 3.743
H: 3.779 -1.463 5.504
H: 1.434 -0.766 4.895
Br: 1.298 5.119 -0.078
C: 0.894 4.248 1.561
C: 1.505 4.698 2.721
C: 1.251 4.045 3.917
C: 0.388 2.958 3.943
C: -0.221 2.525 2.777
C: 0.030 3.165 1.568
C: -0.600 2.630 0.301
O: -1.704 3.017 -0.041
O: 0.146 1.777 -0.318
H: 2.180 5.542 2.680
H: 1.733 4.385 4.825
H: 0.191 2.437 4.872
H: -0.877 1.663 2.798

Atoms 1-3, force components in eV/Å:
0.0 -0.1 -0.1
0.0 0.0 0.0
0.0 0.0 0.0

Results of the Mulliken charge analysis, in e, for atoms 1 through 5: atom 1 (Ti): 1.118, atom 2 (C): -1.174, atom 3 (C): 1.578, atom 4 (C): -1.916, atom 5 (C): -1.426

5.
Computed, not measured: a molecular structure, C35H40N4O4PtS2, with ωB97M-V/def2-TZVPD.

Output
energy above the lowest of the compared OMol25 structures with the same formula, charge and spin = 152.3 kJ/mol
LUMO (spin up / spin down) = -7.0 / -6.9 eV
net charge = +2
highest occupied orbital energy (spin up / spin down) = -0.455 / -0.455 Eh
orbital gap (spin up / spin down) = 5.410 / 5.439 eV
DFT total energy = -2792.8094 a.u.
max |F| = 1.727 eV/Å

Element x y z (Å)
Pt: -0.807 -0.511 -0.483
O: 1.854 -0.777 6.865
C: 0.834 -1.584 6.547
O: 0.320 -2.282 7.368
C: 0.340 -1.572 5.120
C: 0.684 -0.611 4.175
C: 0.117 -0.642 2.914
C: -0.845 -1.589 2.588
C: -1.160 -2.583 3.522
C: -0.566 -2.569 4.766
N: -1.463 -1.537 1.324
C: -2.675 -1.937 1.186
C: -3.274 -1.960 -0.126
C: -4.409 -2.705 -0.420
C: -4.892 -2.713 -1.717
C: -4.225 -1.972 -2.683
C: -3.110 -1.236 -2.319
N: -2.656 -1.221 -1.068
H: 2.222 -0.297 6.118
H: 1.380 0.188 4.399
H: 0.396 0.093 2.177
H: -1.857 -3.372 3.269
H: -0.799 -3.330 5.498
H: -3.269 -2.253 2.039
H: -4.889 -3.269 0.368
H: -5.776 -3.280 -1.974
H: -4.574 -1.944 -3.705
H: -2.576 -0.619 -3.028
O: -0.610 0.286 -2.590
S: -0.145 1.526 -3.343
C: 1.663 1.469 -2.995
C: 2.423 2.764 -2.745
C: 2.386 3.154 -1.261
C: 3.179 2.148 -0.416
S: 2.172 1.204 0.783
O: 1.056 0.636 -0.083
C: 1.473 2.582 1.710
C: 0.115 2.593 1.980
C: -0.417 3.615 2.754
C: 0.407 4.615 3.246
C: 1.770 4.587 2.985
C: 2.313 3.563 2.226
C: -0.784 2.987 -2.509
C: -0.589 4.219 -3.123
C: -1.165 5.351 -2.571
C: -1.973 5.241 -1.449
C: -2.209 3.999 -0.877
C: -1.608 2.867 -1.405
H: 2.053 0.929 -3.859
H: 1.710 0.818 -2.124
H: 2.045 3.575 -3.367
H: 3.464 2.609 -3.037
H: 1.351 3.197 -0.920
H: 2.802 4.153 -1.134
H: 3.968 2.611 0.176
H: 3.644 1.375 -1.032
H: -0.528 1.817 1.587
H: -1.475 3.625 2.977
H: -0.015 5.417 3.837
H: 2.416 5.359 3.381
H: 3.380 3.541 2.048
H: -0.005 4.298 -4.032
H: -1.006 6.317 -3.030
H: -2.438 6.123 -1.029
H: -2.879 3.911 -0.034
H: -1.800 1.892 -0.973
C: 0.015 -2.869 -2.630
C: 0.853 -4.089 -3.136
N: 1.630 -4.614 -2.031
C: 0.761 -5.060 -0.960
C: -0.072 -3.839 -0.441
N: 0.310 -2.646 -1.207
C: 1.746 -2.385 -1.025
C: 2.562 -3.617 -1.544
H: -1.053 -3.069 -2.741
H: 0.251 -1.965 -3.189
H: 1.528 -3.790 -3.939
H: 0.200 -4.874 -3.517
H: 1.368 -5.478 -0.157
H: 0.106 -5.845 -1.339
H: 0.120 -3.661 0.619
H: -1.141 -4.023 -0.580
H: 1.940 -2.204 0.035
H: 2.010 -1.490 -1.591
H: 3.165 -4.050 -0.745
H: 3.229 -3.321 -2.354

Atoms 1-3, force components in eV/Å:
-0.7 0.2 -0.3
0.1 0.0 0.3
0.0 -0.1 -0.1

Results of the Mulliken charge analysis, in e, for atoms 1 through 5: atom 1 (Pt): 3.315, atom 2 (O): -0.459, atom 3 (C): 0.550, atom 4 (O): -0.506, atom 5 (C): 0.910

Which of these has the lowest net charge?
C35H39N5O7PtSSeSi

Look up the energy above the lowest of the compared OMol25 structures with the same formula, charge and spin of the third one.
62.8 kJ/mol